No. 1
Below is C4H9NO in the gas phase at a distorted geometry, with properties calculated with the ωB97M-V functional and the def2-TZVPD basis.

As for the SMILES: CCNCC=O. The value obtained for the total energy is -287.759318 Ha. The value obtained for the energy above the lowest of the compared OMol25 structures with the same formula, charge and spin is 192.0 kJ/mol. Its spin multiplicity is 1. The HOMO energy is -0.3286 Eh.

Each line ends with the Mulliken charge.
Element x y z (Å)
O (-2.182, 2.668, -0.239)  -0.4691
N (-0.646, -0.377, 0.306)  -0.3904
C (0.618, -1.112, 0.474)  -0.5706
C (-1.777, 1.807, 0.500)  -0.0666
C (-0.546, 1.042, -0.019)  -0.3297
C (1.472, -1.158, -0.788)  -0.8820
H (0.267, -2.056, 0.892)  0.3792
H (2.519, -1.115, -0.466)  0.2824
H (1.350, -0.213, -1.311)  0.3059
H (1.340, -2.086, -1.335)  0.2737
H (1.170, -0.703, 1.321)  0.3180
H (0.273, 1.487, 0.552)  0.2751
H (-1.216, -0.938, -0.310)  0.2338
H (-2.159, 1.612, 1.515)  0.3644
H (-0.483, 1.141, -1.093)  0.2761

No. 2
Below is a 2-piece molecular cluster, C7H13ClIO3S overall at a distorted geometry, with properties calculated with the ωB97M-V functional and the def2-TZVPD basis.

The value obtained for the total energy is -1656.295507 Ha. Its spin multiplicity is 1. The charge is -1. The HOMO energy is -0.1356 Eh.

Each line ends with the Mulliken charge.
Element x y z (Å)
I (2.874, 2.544, 0.554)  -0.0420
Cl (-3.516, -2.133, -1.209)  -0.7777
S (-0.687, 0.516, -1.654)  1.3841
O (0.213, -0.061, -2.640)  -0.7256
O (-1.760, -0.656, -1.246)  -0.3524
O (-1.362, 1.637, -2.284)  -0.7408
C (2.296, -0.412, 0.359)  -0.5861
C (-2.076, -0.672, 0.176)  -0.4786
C (0.288, 1.181, -0.232)  -0.4640
C (-1.886, 0.693, 0.916)  -0.9752
C (1.800, 0.857, -0.373)  -0.8284
C (1.522, -1.723, 0.013)  -0.9940
C (-0.331, 0.860, 1.169)  -0.3639
H (-0.189, 1.727, 1.837)  0.3648
H (-2.406, 0.589, 1.889)  0.3982
H (2.058, -2.389, -0.685)  0.3539
H (-2.281, 1.574, 0.380)  0.3770
H (2.158, 0.853, -1.414)  0.5866
H (-0.011, -0.100, 1.599)  0.2370
H (-1.410, -1.432, 0.639)  0.2945
H (2.306, -0.264, 1.456)  0.3942
H (0.197, 2.279, -0.336)  0.5892
H (0.493, -1.579, -0.347)  0.1652
H (-3.080, -1.016, 0.396)  0.4748
H (1.434, -2.301, 0.959)  0.2545
H (3.354, -0.572, 0.076)  0.4548

No. 3
Below is C13H13NO in the gas phase at a distorted geometry, with properties calculated with the ωB97M-V functional and the def2-TZVPD basis.

As for the SMILES: C[C@@H]1c2ccccc2NC=C2OC=C[C@H]21. The value obtained for the total energy is -633.037916 Ha. The value obtained for the energy above the lowest of the compared OMol25 structures with the same formula, charge and spin is 444.5 kJ/mol. Its spin multiplicity is 1. The HOMO energy is -0.2593 Eh.

Each line ends with the Mulliken charge.
Element x y z (Å)
O (3.011, -1.046, -0.743)  -0.4265
N (-0.045, -2.074, 0.837)  -0.2054
C (-1.012, -1.145, 0.284)  0.5279
C (-3.101, -0.009, -1.113)  -0.5452
C (-2.266, -1.733, 0.187)  -0.5208
C (1.856, -1.009, 0.022)  -0.0818
C (-1.903, 0.743, -0.859)  -0.7339
C (0.037, 2.397, 1.134)  -1.3588
C (1.289, -2.165, 0.384)  -0.8318
C (3.396, 0.180, -0.947)  -0.4787
C (-0.894, 0.240, -0.078)  0.1419
C (-3.313, -1.260, -0.556)  -0.7556
C (2.692, 1.133, -0.327)  -0.6500
C (1.597, 0.509, 0.428)  0.4236
C (0.263, 1.288, 0.048)  0.3112
H (0.497, 1.760, -0.971)  0.4930
H (-0.830, 3.028, 0.888)  0.3803
H (0.992, 2.852, 1.204)  0.4567
H (1.810, -3.009, 0.323)  0.5474
H (-3.802, 0.411, -1.777)  0.4076
H (-0.391, -3.065, 0.948)  0.2965
H (-2.435, -2.584, 0.688)  0.5017
H (-4.079, -2.016, -0.715)  0.3414
H (-0.279, 2.001, 2.203)  0.2795
H (1.764, 0.492, 1.599)  0.2625
H (-1.997, 1.754, -1.241)  0.3499
H (2.819, 2.205, -0.359)  0.4218
H (4.324, 0.121, -1.489)  0.4458